No. 1
{"formula": "C2H6N2O2", "method": "ωB97M-V with the def2-TZVPD basis set", "smiles": "[H]/N=C/N.O=CO", "spin_multiplicity": 1, "de_lowest_ev": 1.742, "homo_ev": -9.63, "charge": 0, "e_tot_ha": -339.76863, "elements": ["N", "C", "N", "H", "H", "H", "H", "H", "O", "C", "O", "H"], "xyz": [[-1.95, 1.17, 0.22], [-1.43, 0.73, -0.99], [-0.82, 1.59, -1.68], [-2.90, 0.89, 0.44], [-1.94, 2.17, 0.34], [-1.77, -0.23, -1.34], [-0.53, 1.48, -2.66], [1.62, -0.50, 0.28], [2.44, -3.04, 1.64], [2.46, -1.89, 1.37], [2.18, -1.29, 0.20], [2.65, -1.09, 2.18]], "lowdin_charge": [0.034, -0.381, 0.051, 0.076, 0.081, 0.105, 0.043, 0.102, 0.099, -0.419, 0.060, 0.149]}



No. 2
{"formula": "C2H6N2O2", "method": "ωB97M-V with the def2-TZVPD basis set", "spin_multiplicity": 1, "de_lowest_ev": 4.733, "homo_ev": -8.83, "charge": 0, "e_tot_ha": -339.65871, "elements": ["C", "C", "H", "H", "H", "H", "H", "H", "N", "N", "O", "O"], "xyz": [[-1.47, -0.13, 0.32], [1.03, -0.53, -0.06], [-2.30, -0.79, -0.03], [-1.39, -0.10, 1.42], [-1.67, 1.04, -0.13], [-0.56, -1.65, -0.71], [2.40, 0.93, 0.70], [0.20, 0.98, -1.13], [-0.39, -0.67, -0.41], [1.46, 0.65, 0.30], [1.88, -1.45, 0.00], [0.82, 1.71, -0.27]], "lowdin_charge": [-0.136, -0.556, 0.091, 0.085, 0.139, 0.145, 0.199, 0.267, -0.059, -0.053, 0.007, -0.131]}



No. 3
{"formula": "C2H6N2O2", "method": "ωB97M-V with the def2-TZVPD basis set", "smiles": "NC(N)=O.C=O", "spin_multiplicity": 1, "de_lowest_ev": 1.235, "homo_ev": -9.56, "charge": 0, "e_tot_ha": -339.78728, "elements": ["C", "C", "N", "N", "O", "O", "H", "H", "H", "H", "H", "H"], "xyz": [[-1.55, -0.38, -0.54], [0.71, 0.35, 0.77], [1.35, 1.12, -0.16], [0.29, -0.94, 0.26], [-1.17, 0.58, -1.22], [0.65, 0.58, 1.95], [0.96, 1.10, -1.09], [1.56, 2.05, 0.17], [0.76, -1.25, -0.58], [0.23, -1.65, 0.98], [-2.03, -0.21, 0.43], [-1.75, -1.37, -0.98]], "lowdin_charge": [-0.237, -0.622, 0.165, 0.100, -0.106, 0.073, 0.086, 0.113, 0.117, 0.126, 0.098, 0.088]}



No. 4
{"formula": "C2H6N2O2", "method": "ωB97M-V with the def2-TZVPD basis set", "spin_multiplicity": 1, "de_lowest_ev": 9.117, "homo_ev": [-10.47, -10.10], "charge": 0, "e_tot_ha": -339.49761, "elements": ["C", "C", "N", "N", "O", "O", "H", "H", "H", "H", "H", "H"], "xyz": [[-1.24, 1.14, 0.87], [1.21, -1.05, -0.81], [-0.39, 0.46, -0.09], [0.33, -0.49, 0.26], [-0.84, 0.35, -2.11], [0.57, -0.80, 1.41], [-1.21, 2.24, 0.67], [-2.19, 0.63, 1.01], [-0.80, 1.17, 1.93], [2.05, -0.42, -0.73], [1.74, -2.02, -0.56], [0.77, -1.21, -1.84]], "lowdin_charge": [-0.065, 0.016, -0.037, -0.349, -0.151, 0.030, 0.095, 0.089, 0.096, 0.071, 0.112, 0.091]}



No. 5
{"formula": "C2H6N2O2", "method": "ωB97M-V with the def2-TZVPD basis set", "smiles": "C/C(=N\\O)NO", "spin_multiplicity": 1, "de_lowest_ev": 6.816, "homo_ev": -9.77, "charge": 0, "e_tot_ha": -339.58218, "elements": ["C", "C", "H", "H", "H", "H", "H", "H", "N", "N", "O", "O"], "xyz": [[-0.09, -1.36, 0.07], [0.09, 0.02, -0.07], [0.84, -1.73, -0.30], [-0.33, -2.04, 1.00], [-0.89, -1.50, -0.66], [-0.11, 1.49, -1.44], [-2.06, 1.32, 0.32], [2.39, 0.14, 1.92], [-0.74, 0.55, -1.21], [1.08, 0.65, 0.40], [-2.03, 0.62, -0.53], [1.76, -0.38, 1.13]], "lowdin_charge": [-0.071, -0.484, 0.077, 0.146, 0.085, 0.180, 0.187, 0.209, -0.047, 0.048, -0.150, -0.181]}



No. 6
{"formula": "C2H6N2O2", "method": "ωB97M-V with the def2-TZVPD basis set", "smiles": "[H]/N=C(/O)N(C)O", "spin_multiplicity": 1, "de_lowest_ev": 2.703, "homo_ev": -9.56, "charge": 0, "e_tot_ha": -339.73333, "elements": ["C", "N", "C", "O", "O", "N", "H", "H", "H", "H", "H", "H"], "xyz": [[0.34, 1.25, -0.70], [-0.08, 0.42, 0.43], [-0.34, -0.92, 0.05], [0.91, 0.49, 1.45], [0.72, -1.73, 0.06], [-1.48, -1.36, -0.25], [0.44, 0.78, 2.24], [0.43, -2.63, -0.15], [-2.22, -0.67, -0.22], [1.31, 0.93, -1.09], [0.40, 2.28, -0.36], [-0.42, 1.16, -1.47]], "lowdin_charge": [-0.056, -0.175, -0.555, -0.018, 0.096, 0.155, 0.103, 0.123, 0.058, 0.092, 0.086, 0.091]}



No. 7
{"formula": "C2H6N2O3", "method": "ωB97M-V with the def2-TZVPD basis set", "spin_multiplicity": 1, "de_lowest_ev": 8.378, "homo_ev": [-9.55, -8.94], "charge": 0, "e_tot_ha": -414.78774, "elements": ["C", "C", "N", "N", "O", "O", "O", "H", "H", "H", "H", "H", "H"], "xyz": [[1.50, -0.79, 0.68], [0.70, -0.05, -0.45], [-0.06, 0.95, 0.12], [-2.09, -0.24, 0.06], [-3.09, 0.20, 0.52], [-1.83, -1.15, -0.62], [-0.49, 2.01, -0.71], [0.98, -1.59, 1.18], [2.30, -1.23, 0.19], [1.80, -0.02, 1.36], [1.42, 0.24, -1.30], [-0.05, -0.86, -0.84], [-1.08, 2.53, -0.21]], "lowdin_charge": [-0.068, -0.313, -0.015, -0.253, 0.094, 0.076, -0.011, 0.067, 0.041, 0.064, 0.147, 0.114, 0.055]}



No. 8
{"formula": "C2H6N2O3", "method": "ωB97M-V with the def2-TZVPD basis set", "spin_multiplicity": 1, "de_lowest_ev": 8.325, "homo_ev": -10.66, "charge": 0, "e_tot_ha": -414.78969, "elements": ["C", "C", "N", "N", "O", "O", "O", "H", "H", "H", "H", "H", "H"], "xyz": [[-1.21, 0.86, -0.86], [-0.32, -0.51, -0.65], [0.59, -0.63, 0.39], [1.66, 0.20, 0.56], [2.07, 0.74, -0.47], [2.12, 0.26, 1.64], [-0.13, -0.74, 1.96], [-1.93, 1.20, -0.06], [-0.63, 1.67, -1.14], [-1.97, 0.57, -1.64], [-1.03, -1.45, -0.45], [0.41, -0.75, -1.60], [0.38, -1.44, 2.33]], "lowdin_charge": [-0.054, -0.217, -0.022, -0.445, 0.063, 0.112, 0.004, 0.081, 0.024, 0.072, 0.157, 0.175, 0.049]}



No. 9
{"formula": "C2H6N2O3", "method": "ωB97M-V with the def2-TZVPD basis set", "spin_multiplicity": 1, "de_lowest_ev": 2.640, "homo_ev": -9.82, "charge": 0, "e_tot_ha": -414.99861, "elements": ["C", "C", "N", "N", "O", "O", "O", "H", "H", "H", "H", "H", "H"], "xyz": [[-0.49, -1.11, 0.20], [0.44, 0.12, -0.08], [1.30, -0.05, -1.15], [-1.00, 1.29, -0.39], [-0.75, -1.43, 1.44], [-0.91, -1.80, -0.67], [1.00, 0.41, 1.15], [1.35, -0.95, -1.53], [1.46, 0.72, -1.73], [-1.77, 0.82, -0.85], [-0.39, -0.66, 1.91], [-1.39, 1.32, 0.58], [1.16, 1.33, 1.13]], "lowdin_charge": [-0.541, -0.419, 0.155, 0.072, 0.148, 0.116, 0.046, 0.092, 0.078, 0.027, 0.109, 0.029, 0.087]}



No. 10
{"formula": "C2H6N2O3", "method": "ωB97M-V with the def2-TZVPD basis set", "spin_multiplicity": 1, "de_lowest_ev": 4.440, "homo_ev": -10.15, "charge": 0, "e_tot_ha": -414.93246, "elements": ["C", "N", "C", "N", "O", "O", "O", "H", "H", "H", "H", "H", "H"], "xyz": [[-1.77, -0.41, -0.05], [0.58, -0.82, -0.04], [1.17, 0.64, -0.08], [2.30, 0.33, 0.50], [-0.64, -1.04, 0.62], [-1.97, 0.91, 0.28], [0.59, 1.60, -0.56], [-1.25, 1.44, -0.11], [0.54, -1.24, -0.97], [3.02, 1.03, 0.62], [1.70, -0.87, 0.57], [-2.62, -0.98, 0.33], [-1.64, -0.57, -1.13]], "lowdin_charge": [-0.262, 0.007, -0.546, 0.095, -0.079, -0.005, 0.045, 0.063, 0.155, 0.089, 0.174, 0.132, 0.132]}



No. 11
{"formula": "C2H6N2O3P", "method": "ωB97M-V with the def2-TZVPD basis set", "smiles": "[H]/N=C(\\NC)[P@](=O)([O-])O", "spin_multiplicity": 1, "de_lowest_ev": 3.764, "homo_ev": -4.12, "charge": -1, "e_tot_ha": -756.43622, "elements": ["C", "C", "N", "N", "O", "O", "O", "P", "H", "H", "H", "H", "H", "H"], "xyz": [[0.34, -0.48, 0.29], [0.26, 1.21, -1.57], [1.20, -1.82, 0.96], [0.74, 0.01, -0.88], [-2.27, -0.02, 0.22], [-1.23, -0.80, 2.32], [-0.93, 1.69, 1.54], [-1.09, 0.27, 1.10], [-0.66, 1.45, -1.06], [0.00, 0.87, -2.50], [1.13, 1.81, -1.71], [2.13, -1.89, 0.60], [-0.98, -1.69, 2.12], [1.37, -0.59, -1.43]], "lowdin_charge": [-0.256, -0.056, -0.082, -0.080, -0.371, -0.195, -0.350, 0.179, 0.066, 0.047, 0.077, -0.134, 0.016, 0.137]}



No. 12
{"formula": "C2H6N2O3S", "method": "ωB97M-V with the def2-TZVPD basis set", "spin_multiplicity": 1, "de_lowest_ev": 1.287, "homo_ev": -9.92, "charge": 0, "e_tot_ha": -813.17949, "elements": ["C", "C", "N", "N", "O", "O", "O", "S", "H", "H", "H", "H", "H", "H"], "xyz": [[-0.19, 0.42, 0.17], [1.86, -0.95, -0.60], [0.51, -0.82, -0.02], [0.07, 1.70, 0.33], [-2.20, -0.06, 1.82], [-1.96, -1.37, -0.23], [-2.64, 1.01, -0.34], [-2.01, -0.05, 0.42], [2.28, -1.94, -0.47], [1.99, -0.85, -1.72], [2.42, -0.19, -0.14], [-0.24, -1.48, 0.10], [0.86, 2.32, 0.20], [-0.75, 2.25, 0.46]], "lowdin_charge": [-0.228, -0.055, 0.021, 0.191, -0.287, -0.340, -0.316, 0.451, 0.084, 0.103, 0.058, 0.072, 0.138, 0.108]}